(1)
C35H78BIN2O13P | wB97M-V/def2-TZVPD

ORCA input file:
```
! RIJCOSX wB97M-V def2-TZVPD def2/J DEFGRID3
* xyz -1 1
C -6.5609 -1.5396 4.0633
C -5.5901 -0.3518 4.0795
C -4.9252 -0.1148 5.4436
C -5.4192 1.2182 6.0135
P -2.9991 -0.4503 5.4376
C -3.1478 -1.9787 4.2289
C -2.0244 -2.9757 4.5088
C -0.8269 -2.8640 3.5658
C 0.0463 -4.1303 3.3996
N -0.5698 -5.4261 3.6823
B -2.6308 0.8828 3.9753
N -1.3971 0.8239 3.2629
O -3.4873 1.9435 3.5749
C -2.5509 0.9158 6.8424
I -3.3398 0.4151 8.8163
C -1.0304 1.0177 6.9690
C -0.2914 -0.1371 7.6400
H -6.8077 -1.8342 3.0448
H -7.4954 -1.2373 4.5377
H -6.1735 -2.3831 4.6247
H -6.1804 0.5177 3.7928
H -4.8725 -0.4843 3.2710
H -5.3264 -0.8754 6.1199
H -5.4958 1.2073 7.0948
H -6.4272 1.4380 5.6515
H -4.8031 2.0654 5.7274
H -3.1347 -1.4517 6.5327
H -1.5309 -0.7402 5.4014
H -4.0866 -2.4857 4.4385
H -3.1614 -1.7188 3.1687
H -1.6859 -2.7816 5.5344
H -2.4239 -3.9888 4.5245
H -1.1583 -2.4905 2.5982
H -0.1829 -2.0875 3.9778
H 0.3950 -4.1708 2.3695
H 0.9430 -4.0101 4.0022
H -0.7941 -5.4844 4.6658
H -1.4377 -5.4970 3.1709
H -0.9409 -0.0754 3.3686
H -1.5553 0.9697 2.2680
H -3.0670 2.7741 3.7943
H -2.8714 1.9271 6.6099
H -0.8146 1.9242 7.5416
H -0.6317 1.1794 5.9681
H -0.1289 0.0374 8.6979
H -0.8018 -1.0812 7.4782
H 0.6910 -0.2451 7.1779
O -0.9610 0.3724 0.3023
C -1.0838 1.0335 -0.6905
O -2.2217 1.7550 -0.8239
C -2.4770 2.5627 -1.9668
C -3.1430 1.7755 -3.0771
C -0.0386 1.0686 -1.7809
H -1.5651 3.0505 -2.3134
H -3.1459 3.3468 -1.6118
H -2.5012 0.9677 -3.4329
H -3.3737 2.4326 -3.9181
H -4.0692 1.3300 -2.7145
H -0.1704 0.2195 -2.4485
H 0.9332 0.9832 -1.3016
H -0.0456 1.9823 -2.3714
O 0.4792 4.0810 -3.6965
C 0.0667 5.1814 -3.4395
O -1.2001 5.4485 -3.7975
C -1.9250 6.6113 -3.3840
C -1.6526 7.8025 -4.2778
C 0.9153 6.2339 -2.7712
H -1.7280 6.8292 -2.3336
H -2.9704 6.3182 -3.4568
H -0.6059 8.1046 -4.2387
H -2.2652 8.6502 -3.9713
H -1.8896 7.5566 -5.3127
H 1.5335 6.7094 -3.5321
H 1.5689 5.7376 -2.0593
H 0.3504 6.9987 -2.2451
O 5.0393 4.0052 -4.6842
C 4.4006 3.1086 -5.1602
O 4.6641 2.7373 -6.4352
C 3.9885 1.6303 -7.0411
C 2.6537 2.0308 -7.6329
C 3.2853 2.4154 -4.4178
H 3.8902 0.8059 -6.3366
H 4.6550 1.2885 -7.8312
H 1.9685 2.3965 -6.8669
H 2.1944 1.1754 -8.1300
H 2.7921 2.8293 -8.3617
H 2.3795 3.0171 -4.4917
H 3.5596 2.3451 -3.3686
H 3.0723 1.4130 -4.7790
O 1.1667 -0.8502 -4.1974
C 1.0460 -0.0600 -5.0913
O -0.0942 0.6622 -5.1519
C -0.2771 1.7502 -6.0613
C -0.7288 1.2839 -7.4294
C 2.1051 0.1150 -6.1576
H 0.6238 2.3637 -6.1089
H -1.0491 2.3621 -5.5980
H 0.0194 0.6522 -7.9083
H -0.9177 2.1413 -8.0760
H -1.6471 0.7035 -7.3417
H 1.9749 -0.6680 -6.9031
H 3.0780 -0.0154 -5.6920
H 2.0928 1.0797 -6.6579
O 2.7269 -2.5803 -7.4957
C 3.7552 -2.6710 -6.8844
O 4.6359 -1.6520 -6.9699
C 5.8194 -1.5642 -6.1681
C 6.9715 -2.3496 -6.7573
C 4.1057 -3.8993 -6.0772
H 5.6054 -1.8543 -5.1386
H 6.0605 -0.5022 -6.1554
H 6.7520 -3.4163 -6.8012
H 7.8689 -2.2091 -6.1550
H 7.1756 -2.0095 -7.7722
H 4.5001 -4.6534 -6.7571
H 3.1913 -4.2807 -5.6314
H 4.8285 -3.7285 -5.2842
O 5.0361 -5.8016 7.5803
C 3.8441 -5.8012 7.7302
O 3.0561 -5.7107 6.6468
C 1.6294 -5.8550 6.7131
C 0.9328 -4.5710 7.1091
C 3.2210 -5.8419 9.1094
H 1.3667 -6.6853 7.3711
H 1.3387 -6.1454 5.7044
H 1.2205 -4.2394 8.1069
H -0.1493 -4.7060 7.0933
H 1.1892 -3.7739 6.4118
H 3.2285 -4.8318 9.5163
H 3.8415 -6.4738 9.7392
H 2.2034 -6.2206 9.1359
*
```

HOMO energy	-3.0	eV
orbital gap	4.5	eV

Here are the Löwdin charges for atoms 1 to 2, given in e:
1 C -0.122
2 C -0.302

***

(2)
C4H5NO | wB97M-V/def2-TZVPD

ORCA input file:
```
! RIJCOSX wB97M-V def2-TZVPD def2/J DEFGRID3
* xyz 0 1
C -1.0312 -0.6977 0.6024
C 0.2780 -0.0558 0.6397
C 1.0599 0.0618 -0.6189
O 0.8748 -0.9601 -1.3854
C 0.3499 1.4066 -0.9797
N -0.3018 2.3264 -1.2576
H -1.7117 -0.2389 1.3267
H -1.4099 -0.7038 -0.4251
H -0.9140 -1.7528 0.8934
H 0.6992 0.2408 1.6054
H 2.1068 0.3736 -0.4009
*
```

energy relative to the best compared isomer or geometry (same formula, charge and spin)	436.9	kJ/mol
HOMO energy (spin up / spin down)	-9.0 / -9.9	eV
orbital gap (spin up / spin down)	6.6 / 8.0	eV

Here are the natural (NBO) charges for atoms 1 to 2, given in e:
1 C -0.729
2 C 0.253

***

(3)
C22H20N9O4SV | wB97M-V/def2-TZVPD

ORCA input file:
```
! RIJCOSX wB97M-V def2-TZVPD def2/J DEFGRID3
* xyz 1 2
V -0.3284 0.1780 0.2036
C 0.9760 2.6471 3.7242
C 0.3314 1.8697 2.6311
N 0.9451 1.3478 1.6280
O 2.3107 1.4540 1.5386
C -1.1364 1.5845 2.6362
C -2.1394 2.0247 3.6401
N -1.3720 0.8682 1.6135
O -2.3263 0.2495 1.0532
H 1.8015 3.2611 3.3600
H 1.3501 1.9757 4.5024
H 0.2547 3.3165 4.1877
H 2.6429 1.8523 2.3565
H -1.9010 1.6377 4.6322
H -3.1224 1.6587 3.3524
H -2.1805 3.1133 3.7022
O -0.0893 -1.3509 1.2048
C -0.9734 -2.3063 1.5563
C -0.9536 -2.8523 2.8303
C -1.9069 -3.7892 3.1942
C -2.8855 -4.1965 2.2919
C -2.8864 -3.6700 1.0147
C -1.9287 -2.7344 0.6309
C -1.8717 -2.2097 -0.7327
N -1.1847 -1.1456 -1.1339
C -1.3488 -1.0372 -2.5048
C -2.1341 -2.0485 -2.9321
N -2.4519 -2.7780 -1.8040
H -0.1891 -2.5271 3.5236
H -1.8966 -4.1977 4.1962
H -3.6376 -4.9150 2.5850
H -3.6594 -3.9741 0.3181
H -0.8909 -0.2465 -3.0722
H -2.4932 -2.3124 -3.9100
H -3.0152 -3.6110 -1.7803
O -0.9213 1.5395 -0.8042
N -1.9852 2.1475 -1.3016
C -1.6873 3.3059 -1.7433
C -2.7584 4.0858 -2.3249
N -3.5967 4.7241 -2.7775
C -0.3474 3.8613 -1.6825
N 0.7230 4.2708 -1.6276
N 5.0205 0.5647 -4.3559
C 4.7755 -0.4775 -3.5481
S 5.6595 -1.8502 -3.5351
C 3.6026 -0.2767 -2.6149
C 2.9600 -1.3821 -2.0754
C 1.8930 -1.1940 -1.2302
N 1.4495 0.0273 -0.8827
C 2.0931 1.0976 -1.3651
C 3.1564 0.9839 -2.2382
H 5.8004 0.5024 -4.9902
H 4.4267 1.3723 -4.4065
H 3.2973 -2.3789 -2.3213
H 1.3635 -2.0288 -0.7940
H 1.7438 2.0698 -1.0425
H 3.6226 1.8989 -2.5763
*
```

energy relative to the best compared isomer or geometry (same formula, charge and spin)	0.0	kJ/mol
HOMO energy (spin up / spin down)	-10.9 / -11.0	eV
orbital gap (spin up / spin down)	6.8 / 7.1	eV

Here are the natural (NBO) charges for atoms 1 to 2, given in e:
1 V 1.204
2 C -0.707

***

(4)
C56H72N2O4SeSiY | wB97M-V/def2-TZVPD

ORCA input file:
```
! RIJCOSX wB97M-V def2-TZVPD def2/J DEFGRID3
* xyz -1 1
Y -0.6833 -2.2611 -1.5362
C -4.1085 -1.2060 -2.1607
O -2.8621 -1.0045 -1.4731
C -2.8757 0.1622 -0.7039
C -3.0884 0.0858 0.6714
C -3.1388 -1.2241 1.4392
C -1.9203 -1.3501 2.3286
C -1.9756 -1.0355 3.6840
C -0.8520 -1.0735 4.5051
C 0.3438 -1.4789 3.9131
C 0.4337 -1.8047 2.5688
C 1.7403 -2.2612 1.9592
C 2.3973 -1.1466 1.1782
C 3.0309 -0.1175 1.8700
C 3.5899 0.9749 1.2225
C 3.4721 1.0294 -0.1660
C 2.8415 0.0337 -0.8959
C 2.6177 0.2001 -2.3868
C 1.5391 1.2316 -2.6364
C 1.8762 2.5697 -2.7661
C 0.9257 3.5770 -2.9240
C -0.4038 3.1712 -2.9677
C -0.7786 1.8380 -2.8407
C -2.2399 1.4554 -2.7933
C -2.6832 1.3773 -1.3448
C -2.7724 2.5459 -0.5942
C -3.0186 2.5239 0.7708
C -3.1633 1.2787 1.3763
C -3.0892 3.7945 1.6201
C -2.0281 3.7232 2.7283
C -2.8296 5.0545 0.7918
C -4.4808 3.9078 2.2556
C 0.1888 0.8425 -2.6531
O -0.1623 -0.4255 -2.5132
C 1.3639 5.0358 -3.0375
C 2.2299 5.4121 -1.8256
C 2.1864 5.2275 -4.3187
C 0.1702 5.9910 -3.0799
C 2.3416 -1.0661 -0.2043
O 1.8200 -2.1266 -0.9378
C 2.8573 -3.0094 -1.3950
C 4.2971 2.1060 1.9701
C 3.5369 3.4189 1.7364
C 5.7305 2.2494 1.4409
C 4.3651 1.8476 3.4770
C -0.7001 -1.7152 1.7566
O -0.6265 -1.9926 0.4650
C -0.8881 -0.7346 5.9957
C -2.2681 -0.2492 6.4409
C 0.1259 0.3769 6.3012
C -0.5282 -1.9836 6.8163
H -4.2835 -0.3798 -2.8514
H -4.9185 -1.2797 -1.4398
H -4.0298 -2.1440 -2.7007
H -3.1891 -2.0638 0.7530
H -4.0367 -1.2473 2.0586
H -2.9410 -0.7540 4.0927
H 1.2456 -1.5567 4.5159
H 1.5691 -3.1198 1.3100
H 2.4050 -2.5748 2.7665
H 3.0527 -0.1854 2.9513
H 3.8542 1.8901 -0.7077
H 2.3246 -0.7488 -2.8294
H 3.5407 0.5337 -2.8647
H 2.9324 2.8297 -2.7480
H -1.1928 3.9037 -3.1043
H -2.3804 0.4959 -3.2850
H -2.8272 2.2079 -3.3244
H -2.6007 3.4846 -1.1072
H -3.3111 1.2134 2.4504
H -1.0306 3.6039 2.2970
H -2.2007 2.8799 3.4012
H -2.0423 4.6415 3.3239
H -1.8374 5.0319 0.3318
H -2.8812 5.9338 1.4396
H -3.5734 5.1770 -0.0002
H -4.7064 3.0359 2.8734
H -5.2513 3.9803 1.4838
H -4.5397 4.7993 2.8886
H 3.1373 4.8050 -1.7786
H 1.6769 5.2565 -0.8955
H 2.5308 6.4631 -1.8812
H 3.0816 4.6009 -4.3088
H 2.5016 6.2711 -4.4234
H 1.5964 4.9539 -5.1973
H -0.4578 5.8843 -2.1910
H -0.4524 5.8203 -3.9619
H 0.5295 7.0226 -3.1189
H 3.6647 -2.4234 -1.8354
H 3.2419 -3.5929 -0.5576
H 2.4229 -3.6674 -2.1400
H 3.4789 3.6647 0.6732
H 4.0384 4.2454 2.2503
H 2.5145 3.3444 2.1162
H 5.7415 2.5388 0.3877
H 6.2725 1.3051 1.5361
H 6.2674 3.0159 2.0081
H 3.3676 1.7890 3.9200
H 4.8992 2.6680 3.9631
H 4.8963 0.9190 3.7015
H -2.5843 0.6305 5.8738
H -2.2334 0.0251 7.4987
H -3.0272 -1.0264 6.3208
H -0.1439 1.2965 5.7750
H 1.1337 0.0976 5.9886
H 0.1503 0.5871 7.3753
H -1.1930 -2.8123 6.5620
H -0.6196 -1.7803 7.8884
H 0.4972 -2.3042 6.6178
Se -2.5974 -4.2676 -1.0217
C -4.3660 -3.9150 -0.7436
N -5.4945 -3.7112 -0.5736
C 0.5336 -4.5724 -5.7256
Si -0.7409 -4.2630 -4.3635
C -1.6546 -2.6616 -4.7763
C -1.9639 -5.6868 -4.3856
N -0.0216 -4.0365 -2.8073
C 0.4231 -5.1489 -2.0975
C 0.5194 -5.1006 -0.6901
C 0.9271 -6.1866 0.0622
C 1.2776 -7.3846 -0.5508
C 1.2068 -7.4600 -1.9358
C 0.7931 -6.3722 -2.6928
H 0.3692 -3.9065 -6.5799
H 0.4849 -5.6027 -6.0929
H 1.5496 -4.3954 -5.3565
H -2.7324 -2.7901 -4.6456
H -1.4725 -2.3599 -5.8110
H -1.3367 -1.8178 -4.1566
H -1.7963 -6.3625 -5.2308
H -2.9912 -5.3190 -4.4345
H -1.8776 -6.2628 -3.4623
H 0.2432 -4.1919 -0.1638
H 0.9600 -6.0978 1.1428
H 1.5909 -8.2377 0.0374
H 1.4743 -8.3822 -2.4406
H 0.7565 -6.4684 -3.7738
*
```

energy relative to the best compared isomer or geometry (same formula, charge and spin)	43.4	kJ/mol
HOMO energy	-4.8	eV
orbital gap	6.9	eV

Here are the Löwdin charges for atoms 1 to 2, given in e:
1 Y 1.330
2 C -0.057